(1)
116
Properties=species:S:1:pos:R:3 method="wB97M-V/def2-TZVPD" homo_ha=-0.183 gap_ev=4.79 multiplicity=1 lumo_energy_ev=-0.2 energy_ev=-138554.753
Mg 0.80 0.92 -0.65
Cl 2.64 -0.47 -4.97
C 2.92 0.99 -4.08
C 3.71 1.99 -4.68
C 3.97 3.15 -4.03
Cl 4.96 4.37 -4.80
C 3.47 3.38 -2.73
C 3.72 4.54 -1.95
C 3.22 4.62 -0.68
C 2.46 3.56 -0.18
N 2.16 2.50 -0.89
C 2.68 2.37 -2.14
C 2.37 1.12 -2.82
O 1.64 0.23 -2.22
H 4.10 1.81 -5.67
H 4.32 5.33 -2.37
H 3.43 5.48 -0.06
H 2.08 3.58 0.84
C -1.52 2.44 5.05
C -2.00 3.02 3.73
C -3.43 2.65 3.41
O -1.09 2.68 2.65
P -0.78 1.33 1.91
O 0.57 1.44 1.29
C -2.12 1.10 0.70
P -1.92 2.25 -0.69
O -0.64 2.06 -1.41
O -3.12 2.03 -1.68
C -4.49 2.40 -1.38
C -5.33 1.14 -1.49
C -4.90 3.48 -2.35
O -2.13 3.66 -0.04
C -1.14 4.74 -0.21
C -1.21 5.30 -1.61
C -1.45 5.76 0.86
O -0.92 0.17 2.96
C 0.21 -0.71 3.30
C 1.11 -0.01 4.29
C -0.38 -1.99 3.84
H -2.13 2.86 5.86
H -0.48 2.70 5.23
H -1.62 1.36 5.06
H -1.91 4.11 3.78
H -3.55 1.56 3.40
H -3.73 3.06 2.44
H -4.09 3.06 4.17
H -3.08 1.26 1.18
H -2.03 0.10 0.29
H -4.53 2.79 -0.36
H -5.20 0.70 -2.47
H -6.39 1.39 -1.35
H -5.04 0.41 -0.74
H -4.74 3.13 -3.37
H -4.30 4.38 -2.21
H -5.95 3.73 -2.22
H -0.16 4.29 -0.04
H -2.18 5.77 -1.79
H -1.05 4.52 -2.36
H -0.43 6.05 -1.74
H -2.46 6.14 0.74
H -0.76 6.60 0.77
H -1.34 5.32 1.85
H 0.77 -0.90 2.38
H 0.58 0.20 5.22
H 1.50 0.93 3.87
H 1.96 -0.65 4.51
H -1.02 -1.77 4.69
H 0.42 -2.66 4.16
H -0.97 -2.50 3.08
N 5.02 2.16 0.57
C 4.63 1.07 0.47
O -0.08 -0.84 -0.12
S -0.11 -2.35 0.14
C -1.58 -2.94 -0.76
C -2.27 -4.02 0.02
C -2.91 -3.73 1.22
C -3.54 -4.73 1.94
C -3.51 -6.04 1.48
C -2.86 -6.34 0.30
C -2.24 -5.33 -0.43
C 1.28 -3.04 -0.81
C 1.00 -3.62 -2.15
C 0.97 -5.00 -2.30
C 0.72 -5.56 -3.54
C 0.49 -4.74 -4.64
C 0.52 -3.36 -4.49
C 0.78 -2.80 -3.25
H -1.27 -3.28 -1.75
H -2.19 -2.04 -0.87
H -2.92 -2.71 1.58
H -4.05 -4.48 2.86
H -3.99 -6.82 2.05
H -2.83 -7.36 -0.06
H -1.74 -5.57 -1.36
H 1.75 -3.77 -0.15
H 1.93 -2.16 -0.88
H 1.20 -5.64 -1.46
H 0.71 -6.64 -3.66
H 0.30 -5.18 -5.62
H 0.36 -2.72 -5.35
H 0.84 -1.72 -3.13
N 3.98 -4.99 1.92
C 4.04 -4.41 0.64
S 3.83 -5.47 -0.68
C 4.14 -3.03 0.57
C 4.37 -2.32 -0.68
C 4.40 -0.99 -0.77
N 4.19 -0.17 0.40
C 3.85 -0.84 1.62
C 3.88 -2.17 1.70
H 4.08 -5.99 1.87
H 4.57 -4.56 2.62
H 4.50 -2.90 -1.58
H 4.54 -0.43 -1.68
H 3.60 -0.18 2.44
H 3.58 -2.61 2.65

(2)
123
Properties=species:S:1:pos:R:3 method="wB97M-V/def2-TZVPD" homo_ha=-0.116 charge=-2 gap_ev=6.86 multiplicity=1 lumo_energy_ev=3.7 energy_ev=-179399.679
In 0.74 -0.25 -1.66
C -5.39 0.48 4.86
C -5.52 0.58 3.34
C -6.88 0.01 2.92
C -5.49 2.06 2.96
C -4.40 -0.20 2.66
C -3.50 0.36 1.77
C -2.51 -0.40 1.16
Se -1.37 0.58 -0.03
C -0.11 1.28 1.26
C -0.52 1.67 2.53
C 0.39 2.16 3.45
C 1.72 2.22 3.05
C 2.18 1.84 1.80
C 1.23 1.41 0.84
O 1.60 1.14 -0.40
C 3.70 1.90 1.56
C 4.22 3.32 1.85
C 4.38 0.90 2.51
C 4.15 1.55 0.13
C -0.01 2.62 4.85
C 0.45 4.07 5.07
C 0.66 1.73 5.90
C -1.52 2.57 5.06
C -2.40 -1.79 1.34
O -1.55 -2.50 0.69
C -3.29 -2.37 2.31
C -4.24 -1.57 2.91
C -3.22 -3.87 2.61
C -4.14 -4.28 3.77
C -3.65 -4.66 1.36
C -1.79 -4.29 3.01
H -6.17 1.07 5.36
H -5.49 -0.56 5.20
H -4.42 0.85 5.19
H -7.70 0.56 3.39
H -7.00 0.08 1.83
H -6.97 -1.04 3.19
H -6.30 2.59 3.48
H -4.55 2.53 3.25
H -5.63 2.21 1.89
H -3.58 1.41 1.50
H -1.56 1.55 2.79
H 2.45 2.56 3.77
H 4.04 3.63 2.89
H 5.30 3.36 1.67
H 3.73 4.04 1.19
H 4.15 1.12 3.56
H 4.03 -0.11 2.30
H 5.46 0.93 2.38
H 3.72 2.23 -0.60
H 5.25 1.63 0.10
H 3.87 0.53 -0.15
H 1.53 4.16 5.04
H 0.04 4.72 4.29
H 0.10 4.44 6.04
H 1.74 1.76 5.81
H 0.38 2.05 6.91
H 0.34 0.69 5.77
H -2.05 3.17 4.31
H -1.89 1.54 4.99
H -1.78 2.96 6.05
H -4.92 -2.02 3.62
H -5.20 -4.15 3.52
H -3.98 -5.34 3.99
H -3.92 -3.70 4.67
H -4.65 -4.35 1.05
H -2.96 -4.49 0.53
H -3.66 -5.73 1.58
H -1.48 -3.76 3.92
H -1.77 -5.37 3.22
H -1.09 -4.07 2.21
O -0.46 2.68 -4.50
C -0.10 1.59 -4.08
O -0.20 1.22 -2.85
C 0.45 0.60 -5.10
C -0.06 0.69 -6.36
C 0.42 -0.11 -7.40
C 1.48 -0.96 -7.19
C 2.02 -1.07 -5.92
C 1.49 -0.35 -4.78
O 1.96 -0.50 -3.61
N 3.17 -1.95 -5.82
O 3.49 -2.41 -4.73
O 3.79 -2.21 -6.84
N -0.17 -0.04 -8.72
O 0.28 -0.75 -9.61
O -1.10 0.74 -8.89
H -0.84 1.42 -6.56
H 1.88 -1.54 -7.99
N 2.28 -3.76 -2.76
C 1.35 -3.78 -1.55
C 1.27 -5.21 -1.01
P 2.25 -2.66 -0.37
O 1.19 -2.09 0.69
O 3.34 -3.47 0.23
O 2.55 -1.43 -1.22
P -0.29 -3.36 -2.36
O -1.42 -3.86 -1.42
O -0.20 -4.18 -3.61
O -0.32 -1.84 -2.55
H 3.13 -4.30 -2.60
H 2.55 -2.79 -3.00
H 1.71 -4.12 -3.54
H 2.26 -5.56 -0.71
H 0.83 -5.88 -1.75
H 0.63 -5.23 -0.13
H 0.80 -2.72 1.30
H -1.57 -3.27 -0.60
F 4.34 3.22 -7.54
C 4.28 4.21 -6.64
F 3.61 5.22 -7.21
F 5.54 4.64 -6.45
C 3.65 3.76 -5.35
C 4.12 2.60 -4.75
C 3.57 2.23 -3.53
N 2.60 2.93 -2.93
C 2.15 4.02 -3.54
C 2.65 4.48 -4.75
H 4.89 1.99 -5.21
H 3.89 1.33 -3.03
H 1.32 4.53 -3.06
H 2.24 5.37 -5.22

(3)
108
Properties=species:S:1:pos:R:3 method="wB97M-V/def2-TZVPD" homo_ha=-0.398 charge=+1 gap_ev=6.81 multiplicity=1 lumo_energy_ev=-4.0 energy_ev=-77773.081
C -2.57 -1.14 4.33
C -2.33 -0.15 3.44
C -1.63 -0.40 2.14
C -0.11 -0.17 2.25
O 0.29 -0.81 3.52
C 0.71 0.00 4.43
N 1.04 0.75 5.24
C 0.33 1.29 2.09
N -0.24 1.99 0.95
C -0.94 3.06 1.10
C -0.69 4.19 0.16
C -2.00 3.23 2.15
N 1.74 1.10 1.68
C 1.98 -0.05 1.16
C 3.43 -0.26 0.74
C 3.83 -1.51 -0.03
F 4.19 -0.13 1.90
C 0.75 -0.93 1.16
C 0.96 -2.41 1.52
C 2.17 -2.78 2.41
C 1.75 -3.49 3.72
C 2.59 -3.04 4.93
C 3.75 -4.00 5.25
C 4.97 -3.29 5.81
O 4.55 -2.29 6.77
C 5.26 -1.12 6.67
O 6.24 -0.92 7.32
C 4.73 -0.09 5.72
C 4.16 1.01 6.16
C -0.03 -0.86 -0.17
S 0.95 -1.12 -1.67
C 0.73 0.47 -2.52
C 1.87 1.47 -2.28
H -2.23 -1.06 5.36
H -3.10 -2.05 4.06
H -2.70 0.85 3.68
H -2.02 0.17 1.30
H -1.79 -1.46 1.88
H 0.22 1.96 2.94
H -0.36 3.82 -0.81
H 0.13 4.80 0.57
H -1.55 4.85 0.00
H -1.51 3.41 3.12
H -2.63 4.09 1.96
H -2.58 2.32 2.27
H 2.42 1.83 1.81
H 3.67 0.61 0.13
H 4.15 -1.24 -1.03
H 4.68 -1.96 0.48
H 3.05 -2.25 -0.10
H 1.05 -2.96 0.58
H 0.03 -2.76 1.97
H 2.74 -1.90 2.72
H 2.80 -3.49 1.87
H 0.71 -3.28 3.94
H 1.84 -4.58 3.61
H 2.94 -2.02 4.80
H 1.93 -3.02 5.80
H 3.41 -4.77 5.94
H 4.03 -4.51 4.32
H 5.50 -2.78 5.00
H 5.63 -3.99 6.32
H 4.85 -0.25 4.65
H 3.88 1.14 7.19
H 3.95 1.83 5.48
H -0.79 -1.64 -0.13
H -0.55 0.09 -0.30
H -0.20 0.90 -2.13
H 0.66 0.28 -3.59
H 2.84 0.97 -2.25
H 1.88 2.18 -3.11
H 1.70 2.05 -1.38
F -2.91 -1.61 -2.19
C -2.95 -1.40 -3.53
C -3.35 -2.41 -4.36
C -3.39 -2.18 -5.73
C -3.02 -0.94 -6.23
C -2.61 0.07 -5.37
C -2.58 -0.16 -4.00
H -3.64 -3.37 -3.94
H -3.71 -2.96 -6.40
H -3.04 -0.76 -7.30
H -2.31 1.03 -5.76
H -2.27 0.61 -3.31
F -3.37 5.64 0.39
C -4.58 6.08 -0.07
C -5.05 7.29 0.38
C -6.27 7.74 -0.10
C -7.00 6.98 -1.00
C -6.50 5.76 -1.43
C -5.27 5.30 -0.97
H -4.46 7.87 1.09
H -6.66 8.70 0.24
H -7.95 7.33 -1.36
H -7.06 5.16 -2.13
H -4.86 4.36 -1.30
F -2.27 -3.95 -8.70
C -0.98 -3.55 -8.62
C -0.19 -4.03 -7.59
C 1.13 -3.62 -7.51
C 1.64 -2.73 -8.45
C 0.83 -2.26 -9.47
C -0.49 -2.67 -9.56
H -0.62 -4.72 -6.87
H 1.76 -3.99 -6.72
H 2.67 -2.41 -8.39
H 1.22 -1.57 -10.20
H -1.14 -2.32 -10.36

(4)
112
Properties=species:S:1:pos:R:3 method="wB97M-V/def2-TZVPD" homo_ha=-0.513 charge=+2 gap_ev=6.31 multiplicity=1 lumo_energy_ev=-7.6 energy_ev=-144331.040
W 0.98 0.52 0.58
C -4.37 -4.69 3.02
C -4.28 -4.15 1.58
C -5.65 -3.60 1.15
C -3.89 -5.30 0.66
C -3.26 -3.02 1.54
C -2.11 -3.08 0.76
C -1.25 -1.99 0.76
Se 0.46 -2.07 -0.10
C 0.18 -1.61 -1.93
C -0.03 -2.58 -2.89
C -0.09 -2.18 -4.23
C 0.11 -0.83 -4.52
C 0.36 0.17 -3.58
C 0.38 -0.28 -2.26
O 0.56 0.58 -1.19
C 0.55 1.63 -3.96
C 1.84 2.20 -3.35
C -0.67 2.43 -3.47
C 0.66 1.80 -5.48
C -0.35 -3.16 -5.36
C -1.62 -2.73 -6.12
C -0.56 -4.59 -4.85
C 0.85 -3.15 -6.32
C -1.51 -0.87 1.53
O -0.58 0.17 1.41
C -2.60 -0.79 2.39
C -3.46 -1.89 2.33
C -2.85 0.40 3.31
C -4.03 0.14 4.26
C -1.61 0.66 4.19
C -3.17 1.64 2.47
H -5.10 -5.50 3.06
H -4.70 -3.92 3.72
H -3.41 -5.07 3.36
H -6.39 -4.40 1.17
H -5.60 -3.21 0.13
H -6.00 -2.81 1.81
H -4.65 -6.08 0.71
H -2.94 -5.76 0.95
H -3.83 -4.98 -0.38
H -1.87 -3.95 0.17
H -0.15 -3.61 -2.61
H 0.08 -0.54 -5.56
H 1.80 2.26 -2.26
H 2.00 3.22 -3.72
H 2.71 1.61 -3.63
H -0.82 2.33 -2.40
H -1.58 2.08 -3.97
H -0.54 3.49 -3.71
H 1.51 1.25 -5.89
H 0.82 2.86 -5.70
H -0.24 1.50 -6.00
H -2.49 -2.72 -5.46
H -1.81 -3.43 -6.94
H -1.51 -1.74 -6.56
H -1.41 -4.66 -4.18
H 0.33 -4.97 -4.33
H -0.75 -5.25 -5.69
H 1.01 -2.17 -6.76
H 0.68 -3.86 -7.13
H 1.76 -3.45 -5.80
H -4.33 -1.87 2.97
H -3.87 -0.74 4.88
H -4.97 0.03 3.72
H -4.14 1.00 4.92
H -1.31 -0.25 4.72
H -1.84 1.42 4.93
H -0.75 1.02 3.62
H -4.08 1.50 1.89
H -2.37 1.88 1.77
H -3.32 2.50 3.13
C 3.57 4.53 -0.69
C 3.49 4.66 0.82
C 2.11 4.31 1.40
C 2.13 4.41 2.96
C 0.78 4.18 3.63
C 1.05 5.28 0.88
O 1.21 6.46 0.92
N -0.15 4.75 0.38
C -0.49 3.42 0.23
O -1.53 3.01 -0.19
N 0.55 2.54 0.61
C 1.74 2.92 1.07
O 2.46 1.88 1.21
H 4.56 4.83 -1.04
H 2.84 5.16 -1.19
H 3.42 3.49 -1.01
H 3.69 5.69 1.13
H 4.23 4.03 1.31
H 2.50 5.41 3.17
H 2.86 3.69 3.32
H 0.05 4.93 3.34
H 0.90 4.24 4.71
H 0.38 3.18 3.42
H -0.84 5.42 0.10
O 2.87 -0.28 0.01
C 3.15 -0.52 1.24
N 2.06 -0.61 2.00
S 2.47 -0.39 3.67
O 2.10 -1.54 4.41
O 1.97 0.91 4.01
C 4.20 -0.40 3.31
C 5.23 -0.37 4.21
C 6.52 -0.44 3.70
C 6.76 -0.54 2.33
C 5.71 -0.58 1.43
C 4.42 -0.52 1.94
H 5.05 -0.30 5.28
H 7.36 -0.41 4.38
H 7.78 -0.59 1.97
H 5.88 -0.67 0.36